# 1
Formula: C32H49NO12S
Source: the OMol25 dataset
Level of theory: ωB97M-V/def2-TZVPD

## Properties
**LUMO energy**: 0.6 eV
**F_max**: 1.60 eV Å⁻¹
**Highest occupied orbital energy**: -8.4539 eV
**Molecular weight**: 671.8 g mol⁻¹
**Gap between HOMO and LUMO**: 9.03 eV
**SMILES string**: CC(C)Cc1cccc2c1Nc1ccccc1S2.CCOC(=O)OC.CCOC(=O)OC.CCOC(=O)OC.CCOC(=O)OC

Last column: Mulliken charge in e.
Atoms and positions in Å:
C1 0.98032 -3.02193 0.60463  -0.928
C2 1.27644 -1.66913 -0.09327  0.880
C3 1.51146 -1.97160 -1.58116  -1.705
C4 0.17626 -0.58875 0.19110  -1.229
C5 -0.76761 -0.35151 -0.96527  0.013
C6 -0.41116 0.46383 -2.02390  -0.336
C7 -1.21963 0.67341 -3.11012  -1.112
C8 -2.44868 0.04227 -3.13522  -0.465
C9 -2.82531 -0.75023 -2.08935  0.897
C10 -2.01159 -0.96127 -0.98710  -0.566
N1 -2.44460 -1.79398 0.10403  0.128
C11 -2.93709 -3.07610 -0.34577  -0.410
C12 -2.46223 -4.20447 0.27691  -0.204
C13 -2.93331 -5.43570 -0.14375  -0.917
C14 -3.84213 -5.50993 -1.16398  -0.432
C15 -4.34597 -4.38892 -1.78079  -0.625
C16 -3.87357 -3.16674 -1.35431  0.705
S1 -4.39471 -1.61212 -2.07283  -0.279
H1 0.35650 -2.92641 1.49673  -0.161
H2 0.55983 -3.73121 -0.11897  0.052
H3 1.96368 -3.43850 0.86092  0.528
H4 2.22357 -1.27632 0.29559  0.462
H5 2.22874 -2.79828 -1.67811  0.503
H6 0.60287 -2.31092 -2.09531  0.335
H7 1.90957 -1.11398 -2.13502  0.337
H8 -0.41226 -0.92323 1.04903  0.260
H9 0.67050 0.33911 0.50106  0.529
H10 0.57629 0.91719 -1.94869  0.562
H11 -0.87046 1.30117 -3.92358  0.516
H12 -3.11738 0.15305 -3.98550  0.429
H13 -3.25696 -1.32854 0.51968  0.385
H14 -1.73966 -4.06430 1.07342  0.604
H15 -2.54922 -6.32158 0.35564  0.460
H16 -4.20376 -6.47989 -1.49744  0.363
H17 -5.06096 -4.45418 -2.59369  0.426
C17 -0.68770 -3.91159 4.68486  -1.199
C18 -1.19128 -2.49027 4.52396  -0.071
O1 -1.63449 -1.95118 5.77647  -0.383
C19 -0.66606 -1.57175 6.61057  0.730
O2 0.51732 -1.62595 6.39885  -0.551
O3 -1.23848 -1.12852 7.73197  -0.355
C20 -0.31154 -0.77287 8.75843  -0.634
H18 -1.44768 -4.53287 5.16173  0.322
H19 -0.43302 -4.34275 3.71574  0.348
H20 0.19874 -3.94749 5.31721  0.345
H21 -2.05687 -2.48495 3.86230  0.337
H22 -0.43532 -1.84329 4.07711  0.294
H23 0.42585 -0.06006 8.39443  0.296
H24 0.18205 -1.66517 9.14274  0.294
H25 -0.88191 -0.31258 9.56103  0.225
C21 -2.95598 3.61292 -2.69831  -1.137
C22 -1.86351 4.19168 -1.82611  -0.093
O4 -0.95868 5.01155 -2.58338  -0.390
C23 -1.41150 6.22263 -2.90291  0.800
O5 -2.48179 6.68443 -2.60413  -0.550
O6 -0.47163 6.83679 -3.62812  -0.365
C24 -0.86327 8.11831 -4.12457  -0.681
H26 -2.52272 3.08016 -3.54426  0.211
H27 -3.57710 2.92402 -2.12564  0.354
H28 -3.59651 4.39570 -3.10467  0.418
H29 -1.26234 3.38379 -1.41030  0.327
H30 -2.27525 4.75608 -0.98867  0.241
H31 -1.21272 8.76347 -3.32008  0.301
H32 -1.63794 8.00530 -4.88234  0.319
H33 0.01441 8.56774 -4.58200  0.242
C25 6.09472 -7.51573 -1.68111  -1.073
C26 5.30336 -7.68090 -2.96225  -0.161
O7 3.94791 -8.07157 -2.70097  -0.395
C27 3.14471 -7.09908 -2.27110  0.778
O8 3.44833 -5.94597 -2.10465  -0.551
O9 1.94015 -7.62814 -2.04473  -0.378
C28 1.00055 -6.70915 -1.48802  -0.611
H34 6.03413 -8.42248 -1.07704  0.295
H35 7.14103 -7.30609 -1.90352  0.352
H36 5.70082 -6.69856 -1.07780  0.288
H37 5.73650 -8.48152 -3.55992  0.295
H38 5.32521 -6.77386 -3.56679  0.304
H39 0.91852 -5.80852 -2.09439  0.292
H40 1.28781 -6.45416 -0.46758  0.311
H41 0.03231 -7.20311 -1.46602  0.255
C29 -0.53849 7.90215 0.28845  -0.994
C30 0.78761 7.86511 -0.44539  -0.006
O10 1.59410 9.00751 -0.12028  -0.360
C31 2.19046 8.96777 1.07032  0.754
O11 2.12736 8.07040 1.86974  -0.553
O12 2.86743 10.10814 1.23052  -0.355
C32 3.48477 10.24408 2.51063  -0.639
H42 -1.05262 8.84588 0.09892  0.272
H43 -1.17897 7.08006 -0.03221  0.185
H44 -0.39537 7.82555 1.36595  0.412
H45 0.61099 7.91186 -1.51847  0.158
H46 1.33319 6.94270 -0.24540  0.310
H47 4.11505 9.38644 2.73789  0.297
H48 2.72480 10.37001 3.28147  0.293
H49 4.10280 11.13759 2.47617  0.226

=====

# 2
Formula: C32H50AsCoF6N2O19
Source: the OMol25 dataset
Level of theory: ωB97M-V/def2-TZVPD

## Properties
**LUMO energy (spin up / spin down)**: -6.7 / -10.6 eV
**F_max**: 4.68 eV Å⁻¹
**Highest occupied orbital energy (spin up / spin down)**: -13.6052 / -13.6052 eV
**Molecular weight**: 1014.6 g mol⁻¹
**Gap between HOMO and LUMO (spin up / spin down)**: 6.89 / 3.05 eV
**Charge**: +2
**2S+1**: 5

Last column: Mulliken charge in e.
Atoms and positions in Å:
Co1 -5.32330 10.02490 -18.31115  1.439
As1 -2.29341 12.52832 -17.44267  1.932
F1 -3.16376 12.64169 -15.91453  -0.329
F2 -3.61637 11.28552 -17.90930  0.695
F3 -1.53864 12.30425 -19.06528  -0.448
F4 -0.95770 13.66179 -17.00424  -0.535
F5 -1.20312 11.15105 -16.86977  -0.506
F6 -3.24788 13.88527 -18.14283  -0.391
C1 -5.94756 15.06834 -16.09205  -0.342
C2 -6.98887 15.48778 -15.28992  -0.888
C3 -7.41760 16.81380 -15.31360  -0.416
C4 -6.79786 17.74675 -16.16914  -0.142
C5 -5.65762 17.33414 -16.89556  -0.637
C6 -5.27178 16.04205 -16.83414  -0.074
N1 -7.27903 19.11729 -16.20639  0.921
O1 -8.11613 19.48382 -15.35290  -0.541
O2 -6.83309 19.93502 -17.03685  -0.533
H1 -5.57281 14.07100 -15.91525  0.581
H2 -7.42756 14.83026 -14.55397  0.595
H3 -8.32029 17.10629 -14.79783  0.576
H4 -5.11380 18.09399 -17.43711  0.573
H5 -4.43405 15.68840 -17.41685  0.500
C7 -3.84762 14.40434 -13.47831  -0.432
C8 -4.65864 15.43703 -12.97790  -0.565
C9 -5.51454 15.17952 -11.91336  -0.345
C10 -5.64616 13.88733 -11.40071  0.174
C11 -4.77524 12.86146 -11.87338  -0.413
C12 -3.90021 13.14082 -12.95355  -0.789
N2 -6.51326 13.65342 -10.25882  0.925
O3 -7.00368 12.57395 -10.08579  -0.520
O4 -6.79648 14.67116 -9.64053  -0.518
H6 -3.24918 14.73489 -14.31437  0.733
H7 -4.42970 16.42877 -13.33904  0.607
H8 -6.01907 16.03632 -11.49176  0.532
H9 -4.78975 11.89673 -11.38810  0.532
H10 -3.23821 12.42137 -13.41240  0.684
C13 -7.30222 15.77876 -20.14285  -0.876
C14 -7.79634 14.45812 -20.67836  -0.308
O5 -7.31772 13.33200 -19.89480  -0.303
C15 -6.13737 12.72402 -20.06241  0.611
O6 -5.83329 11.72159 -19.43828  -0.674
O7 -5.31336 13.43023 -20.85706  -0.299
C16 -4.00904 12.91707 -21.12799  -0.317
H11 -6.23441 15.65920 -19.95959  0.215
H12 -7.77195 15.99863 -19.18415  0.228
H13 -7.44534 16.60021 -20.84488  0.405
H14 -7.52083 14.40881 -21.73181  0.331
H15 -8.88460 14.51251 -20.64933  0.383
H16 -3.83152 12.86229 -22.20204  0.397
H17 -3.89663 11.86201 -20.87841  -0.162
H18 -3.16808 13.49360 -20.74263  0.254
C17 2.67519 11.66425 -20.14320  -1.303
C18 1.82911 11.11220 -18.95642  0.555
O8 2.44455 9.94541 -18.49179  -0.283
C19 3.47050 9.98564 -17.62716  0.680
O9 3.97061 10.98802 -17.11408  -0.586
O10 3.93332 8.78513 -17.46758  -0.348
C20 5.10727 8.58125 -16.71767  -0.664
H19 2.63911 11.09543 -21.07231  0.355
H20 3.70471 11.90636 -19.87944  0.387
H21 2.22491 12.60304 -20.46575  0.395
H22 0.80953 10.79387 -19.17375  -0.340
H23 1.77367 11.83113 -18.13901  0.337
H24 4.96236 8.73526 -15.64837  0.286
H25 5.94542 9.17113 -17.08866  0.318
H26 5.33835 7.53477 -16.91663  0.244
C21 -0.31372 15.50661 -14.05952  -1.109
C22 -1.03974 16.18350 -15.21165  0.652
O11 -1.63550 17.44106 -14.79619  -0.127
C23 -1.00178 18.63663 -14.72775  0.604
O12 -1.52689 19.63341 -14.23080  -0.585
O13 0.16928 18.64829 -15.34163  -0.323
C24 1.05558 19.77210 -15.17938  -0.664
H27 0.46065 14.79053 -14.33461  0.381
H28 -0.89581 15.13887 -13.21451  0.240
H29 0.23956 16.30999 -13.57313  0.399
H30 -1.74413 15.41120 -15.52066  -0.642
H31 -0.36064 16.23922 -16.06243  0.406
H32 1.17187 20.05633 -14.13353  0.310
H33 0.77459 20.63999 -15.77595  0.287
H34 2.00257 19.46833 -15.62552  0.260
C25 -0.41001 10.64364 -22.23238  -0.750
C26 -1.56069 9.70864 -22.35717  -0.401
O14 -2.67905 9.94835 -21.53169  -0.304
C27 -2.72354 9.38832 -20.31383  0.392
O15 -3.76366 9.47175 -19.63811  -0.664
O16 -1.57445 8.70465 -19.98144  -0.254
C28 -1.47018 7.95479 -18.78312  -0.620
H35 -0.82249 11.65255 -22.24063  0.239
H36 0.17602 10.53996 -23.14557  0.476
H37 0.24838 10.50500 -21.37483  -0.050
H38 -1.19399 8.68325 -22.40412  0.322
H39 -1.86910 9.74296 -23.40207  0.449
H40 -2.04032 7.02880 -18.85784  0.408
H41 -1.78656 8.50149 -17.89478  0.021
H42 -0.43299 7.63310 -18.68901  0.337
C29 -1.93898 7.20128 -14.22876  -1.226
C30 -1.90568 8.61686 -14.65580  -0.239
O17 -2.83814 9.02327 -15.67889  0.226
C31 -4.18562 9.29677 -15.35947  0.284
O18 -4.91899 9.89909 -16.21116  -0.832
O19 -4.54215 8.75582 -14.17945  -0.283
C32 -5.92035 8.69654 -13.78030  -0.670
H43 -2.57587 7.05395 -13.35653  0.316
H44 -0.91494 6.91286 -13.99160  0.386
H45 -2.29166 6.55242 -15.03045  0.306
H46 -0.95136 8.75753 -15.16334  0.303
H47 -1.90299 9.35926 -13.85773  0.335
H48 -6.34885 7.85566 -14.32563  0.293
H49 -6.36593 9.65213 -14.05672  0.280
H50 -6.15342 8.59473 -12.72039  0.276

=====

# 3
Formula: C32H50ClN7O3P
Source: the OMol25 dataset
Level of theory: ωB97M-V/def2-TZVPD

## Properties
**LUMO energy**: -2.5 eV
**F_max**: 2.07 eV Å⁻¹
**Highest occupied orbital energy**: -9.6154 eV
**Molecular weight**: 647.2 g mol⁻¹
**Gap between HOMO and LUMO**: 7.11 eV
**Charge**: +1

Last column: Mulliken charge in e.
Atoms and positions in Å:
C1 2.53686 1.59439 1.01691  -0.380
C2 1.81268 1.26952 0.11668  -1.966
C3 1.00745 0.89580 -1.03735  2.383
C4 0.61459 -0.64052 -0.70853  -0.536
O1 1.49876 -1.50996 -1.37010  -0.379
C5 2.18145 -2.41146 -0.50209  -0.130
C6 2.66263 -3.63092 -1.28208  -0.637
O2 3.10991 -3.28314 -2.57190  -0.236
C7 4.34839 -3.86392 -2.96666  -0.278
C8 4.26103 -4.39909 -4.39322  -1.155
N1 1.74257 0.81040 -2.31072  -0.220
C9 0.93202 1.16770 -3.30812  -0.324
N2 1.32716 1.29317 -4.55068  -0.109
N3 -0.33001 1.42117 -2.83042  0.721
P1 -1.84224 0.81801 -3.51562  0.103
O3 -2.23144 -0.53812 -2.68380  -0.408
Cl1 -1.30571 -0.02742 -5.33559  -0.266
C10 -0.21933 1.80177 -1.40745  0.741
C11 -1.37624 1.44755 -0.45617  -0.875
C12 -2.72230 2.16670 -0.72991  -1.443
C13 0.06248 3.30244 -1.15240  -1.437
C14 0.95759 4.15845 -2.08849  0.225
C15 2.46247 3.84755 -2.12896  -1.575
C16 0.35943 4.36842 -3.50808  -1.077
H1 3.27949 1.66270 1.77900  0.632
H2 0.68179 -0.78263 0.36910  0.085
H3 -0.39305 -0.87036 -1.05543  0.133
H4 1.53679 -2.77993 0.30295  0.183
H5 3.02296 -1.88166 -0.03769  0.266
H6 1.81175 -4.31711 -1.37341  0.238
H7 3.43042 -4.11391 -0.67354  0.418
H8 4.65640 -4.68665 -2.31752  0.317
H9 5.12226 -3.08975 -2.91265  0.268
H10 3.38533 -5.04440 -4.47013  0.306
H11 4.23071 -3.60455 -5.13328  0.285
H12 5.12657 -5.04480 -4.55195  0.389
H13 2.71584 1.08455 -2.31871  0.503
H14 0.68794 1.69641 -5.21821  0.199
H15 2.24649 1.03884 -4.87158  0.275
H16 -1.86275 -1.33465 -3.10132  0.358
H17 -1.03024 1.74741 0.53507  0.626
H18 -1.59326 0.38602 -0.39130  0.302
H19 -2.63975 2.87145 -1.56131  0.235
H20 -3.08418 2.72853 0.12701  0.371
H21 -3.47605 1.44384 -1.03921  0.433
H22 -0.87686 3.85695 -1.13989  0.472
H23 0.46445 3.41152 -0.14412  0.479
H24 0.90078 5.15264 -1.63923  0.823
H25 2.73040 3.20632 -2.97191  0.284
H26 2.86417 3.47828 -1.18810  0.213
H27 2.98474 4.78547 -2.33415  0.488
H28 -0.58128 3.82771 -3.61522  0.025
H29 1.06323 4.10415 -4.29781  0.266
H30 0.09699 5.41455 -3.66340  0.408
N4 -4.41437 6.08053 -5.12166  0.037
C17 -3.38878 5.87448 -6.00110  -0.626
C18 -2.88326 4.62322 -5.76874  -0.454
C19 -3.63815 4.05264 -4.70629  0.099
C20 -4.57592 4.97785 -4.33052  -0.973
H31 -4.96713 6.91638 -5.06630  0.193
H32 -3.10987 6.63000 -6.71518  0.407
H33 -2.06648 4.16696 -6.30427  0.416
H34 -3.50892 3.07564 -4.27163  0.536
H35 -5.34093 4.94480 -3.57389  0.391
N5 0.52345 -0.56697 2.83425  0.059
C21 1.65213 -0.53079 3.60827  -0.486
C22 1.81251 -1.76368 4.18163  -0.921
C23 0.73910 -2.58037 3.73228  -0.603
C24 -0.03676 -1.81406 2.90227  -0.501
H36 0.16284 0.20301 2.30103  0.186
H37 2.24095 0.36606 3.68693  0.482
H38 2.60872 -2.05160 4.84779  0.564
H39 0.55921 -3.61190 3.99035  0.606
H40 -0.93699 -2.04775 2.35732  0.503
N6 0.59621 -3.75123 7.27124  0.056
C25 1.72701 -3.71325 8.04138  -0.495
C26 1.88698 -4.94713 8.61223  -0.452
C27 0.81168 -5.76300 8.16724  -0.465
C28 0.03362 -4.99771 7.34106  -0.423
H41 0.23484 -2.98181 6.73796  0.210
H42 2.31668 -2.81565 8.11715  0.396
H43 2.68514 -5.23448 9.27565  0.406
H44 0.63109 -6.79276 8.42559  0.408
H45 -0.86784 -5.23165 6.80023  0.370
N7 -3.01763 -1.90618 4.64650  0.158
C29 -3.78767 -1.93228 5.77669  -0.495
C30 -4.99849 -1.36882 5.47462  -0.468
C31 -4.95964 -0.99044 4.10597  -0.607
C32 -3.72572 -1.33641 3.62311  -0.226
H46 -2.07620 -2.24968 4.57596  0.239
H47 -3.41012 -2.34743 6.69567  0.374
H48 -5.82156 -1.24283 6.15737  0.399
H49 -5.74788 -0.52024 3.54219  0.396
H50 -3.29413 -1.22692 2.64241  0.286

=====

Number 1 is which compound?
C32H49NO12S

=====

Among the records above, which one has the lowest F_max?
C32H49NO12S

=====

What is the F_max in the first record?
1.60 eV Å⁻¹